# 1
DFT (the ωB97M-V functional and the def2-TZVPD basis) results for a cluster of 2 separate species, C23H34BNO2S3 in total at a distorted geometry.

Computed properties:
- Maximum force: 0.0791 Eh/bohr
- Relative energy (zero: lowest compared OMol25 entry of this formula, charge and spin): 0.0 kJ/mol
- Lowest unoccupied orbital energy: -3.1 eV
- HOMO: -5.90 eV

The geometry in ORCA input format:
```
! wB97M-V def2-TZVPD RIJCOSX def2/J DEFGRID3
* xyz 0 1
C -5.066 -3.312 3.175
C -3.997 -2.885 2.255
C -3.641 -3.529 1.086
C -2.610 -2.852 0.349
C -2.248 -1.659 0.936
B -1.325 -0.488 0.197
C 0.203 -0.927 0.635
C 0.504 -0.918 1.989
C 1.765 -1.292 2.446
C 2.743 -1.783 1.534
N 3.937 -2.268 1.985
C 4.988 -2.702 1.091
C 4.189 -2.485 3.398
C 2.405 -1.781 0.147
C 1.170 -1.292 -0.299
O -1.602 -0.678 -1.201
C -2.177 0.552 -1.652
C -1.072 1.285 -2.412
C -3.325 0.265 -2.615
C -2.642 1.275 -0.268
C -2.474 2.788 -0.205
C -4.076 0.858 0.081
O -1.718 0.787 0.702
S -3.064 -1.449 2.462
H -5.513 -4.241 2.808
H -4.681 -3.495 4.183
H -5.840 -2.541 3.229
H -4.111 -4.449 0.753
H -2.152 -3.251 -0.553
H -0.268 -0.613 2.699
H 1.963 -1.212 3.514
H 5.038 -2.076 0.189
H 5.940 -2.635 1.629
H 4.861 -3.759 0.807
H 3.313 -2.923 3.906
H 5.045 -3.164 3.491
H 4.458 -1.549 3.919
H 3.111 -2.151 -0.597
H 0.973 -1.205 -1.375
H -1.433 2.211 -2.882
H -0.206 1.521 -1.767
H -0.700 0.628 -3.212
H -3.794 1.208 -2.941
H -2.926 -0.242 -3.503
H -4.087 -0.371 -2.145
H -3.042 3.278 -1.002
H -2.856 3.152 0.760
H -1.414 3.057 -0.296
H -4.794 1.321 -0.622
H -4.187 -0.235 0.044
H -4.324 1.179 1.102
C 3.748 3.882 -3.105
C 4.337 3.131 -1.910
S 3.253 1.819 -1.231
C 1.791 2.572 -0.840
S 1.167 3.896 -1.701
C 2.499 4.680 -2.732
H 4.500 4.611 -3.441
H 3.595 3.239 -3.985
H 5.255 2.596 -2.212
H 4.586 3.813 -1.079
H 1.273 2.223 0.064
H 2.775 5.570 -2.129
H 1.976 5.015 -3.649
*
```

Charges obtained by Löwdin population analysis, quoted in units of e:
1. C -0.14
2. C -0.63
3. C -0.15
4. C -0.13
5. C -0.37
6. B -0.96
7. C -0.10
8. C -0.05
9. C -0.02
10. C -0.25
11. N -0.22
12. C -0.08
13. C -0.08
14. C -0.05
15. C -0.07
16. O 0.05
17. C -0.46
18. C -0.04
19. C -0.02
20. C -0.46
21. C -0.02
22. C -0.03
23. O 0.04
24. S 1.05
25. H 0.07
26. H 0.07
27. H 0.07
28. H 0.09
29. H 0.11
30. H 0.10
31. H 0.09
32. H 0.07
33. H 0.08
34. H 0.09
35. H 0.09
36. H 0.08
37. H 0.09
38. H 0.08
39. H 0.11
40. H 0.08
41. H 0.03
42. H 0.10
43. H 0.09
44. H 0.09
45. H 0.09
46. H 0.08
47. H 0.09
48. H 0.05
49. H 0.09
50. H 0.08
51. H 0.09
52. C -0.28
53. C -0.42
54. S 1.00
55. C -0.69
56. S 1.01
57. C -0.40
58. H 0.12
59. H 0.13
60. H 0.09
61. H 0.10
62. H 0.07
63. H 0.09
64. H 0.10

# 2
DFT (the ωB97M-V functional and the def2-TZVPD basis) results for a structure of composition C23H34Cl2N3O3Rh at a distorted geometry.

Computed properties:
- Maximum force: 0.0754 Eh/bohr
- Relative energy (zero: lowest compared OMol25 entry of this formula, charge and spin): 200.2 kJ/mol
- Lowest unoccupied orbital energy (alpha / beta): -0.8 / -2.5 eV
- HOMO (alpha / beta): -4.11 / -7.58 eV

The geometry in ORCA input format:
```
! wB97M-V def2-TZVPD RIJCOSX def2/J DEFGRID3
* xyz 0 5
O 0.164 1.950 -2.987
C -0.525 1.709 -3.977
C -0.187 2.141 -5.372
C 0.983 2.877 -5.650
H 1.684 3.086 -4.844
C 1.255 3.295 -6.955
H 2.172 3.847 -7.172
C 0.368 2.969 -7.992
H 0.589 3.277 -9.015
C -0.781 2.204 -7.728
H -1.456 1.922 -8.535
C -1.038 1.775 -6.429
H -1.890 1.135 -6.205
H -1.452 1.099 -3.908
C -2.110 2.108 -1.114
C -1.805 0.860 -0.382
H -2.638 2.821 -0.466
H -2.746 1.885 -1.981
H -1.172 2.537 -1.459
C -2.606 0.305 0.548
C -3.761 0.997 1.221
H -2.403 -0.700 0.894
H -4.236 1.741 0.569
H -3.438 1.524 2.133
H -4.517 0.263 1.526
Rh 0.053 0.090 -0.597
Cl 1.445 2.006 -0.449
Cl -0.328 -0.952 -2.682
H 3.642 0.007 -3.679
H 5.339 0.935 -2.330
C 2.907 0.058 -2.866
C 4.722 0.916 -1.429
N 3.632 -0.029 -1.607
H 2.174 -0.747 -2.953
C 3.180 -0.691 -0.542
O 2.040 -1.209 -0.425
H 5.325 0.592 -0.572
H 3.903 -0.752 0.295
H 2.375 1.015 -2.936
H 4.341 1.928 -1.238
H -1.059 -5.231 1.678
H -0.386 -6.159 -0.589
C -1.591 -4.423 1.156
C -0.882 -5.303 -1.061
N -0.941 -4.185 -0.129
H -1.585 -3.522 1.780
C -0.454 -2.992 -0.487
O -0.653 -1.937 0.165
H -0.309 -4.973 -1.933
H 0.134 -3.002 -1.421
H -2.625 -4.760 0.989
H -1.890 -5.599 -1.373
N 0.495 0.330 1.594
C 0.304 -0.684 2.590
C 1.103 -1.823 2.553
C 0.879 -2.843 3.482
C -0.140 -2.705 4.430
C -0.904 -1.534 4.484
C -0.661 -0.499 3.576
H 1.481 0.597 1.528
H 0.008 1.193 1.847
H 1.884 -1.883 1.795
H 1.506 -3.739 3.451
H -0.334 -3.520 5.136
H -1.694 -1.427 5.230
H -1.213 0.445 3.633
*
```

Charges obtained by Löwdin population analysis, quoted in units of e:
1. O -0.17
2. C -0.34
3. C -0.20
4. C -0.05
5. H 0.10
6. C -0.10
7. H 0.10
8. C -0.12
9. H 0.09
10. C -0.10
11. H 0.10
12. C -0.07
13. H 0.10
14. H 0.08
15. C -0.12
16. C -0.33
17. H 0.08
18. H 0.09
19. H 0.02
20. C -0.17
21. C -0.09
22. H 0.08
23. H 0.07
24. H 0.08
25. H 0.07
26. Rh 0.83
27. Cl 0.14
28. Cl 0.20
29. H 0.10
30. H 0.09
31. C -0.07
32. C -0.06
33. N -0.20
34. H 0.03
35. C -0.33
36. O -0.16
37. H 0.09
38. H 0.15
39. H 0.06
40. H 0.08
41. H 0.09
42. H 0.09
43. C -0.02
44. C -0.04
45. N -0.17
46. H 0.08
47. C -0.32
48. O -0.16
49. H 0.09
50. H 0.07
51. H 0.10
52. H 0.10
53. N -0.05
54. C -0.30
55. C -0.04
56. C -0.08
57. C -0.11
58. C -0.08
59. C -0.04
60. H 0.04
61. H 0.08
62. H 0.10
63. H 0.11
64. H 0.10
65. H 0.10
66. H 0.11

# 3
DFT (the ωB97M-V functional and the def2-TZVPD basis) results for the ion C23H34F5I2N2O6S with charge +1 at a distorted geometry.

Computed properties:
- Maximum force: 0.0704 Eh/bohr
- Lowest unoccupied orbital energy: -3.1 eV
- SMILES: CCC[C@H](C)[C@]1(CCO)[C@H](/C(I)=C(/C)I)[C@](CC)(OC#N)[NH2+][C@@](C)(S(=O)(=O)C(F)(F)C(F)(F)F)[C@H]1CC(=O)O
- HOMO: -11.83 eV

The geometry in ORCA input format:
```
! wB97M-V def2-TZVPD RIJCOSX def2/J DEFGRID3
* xyz 1 1
C -4.658 1.387 -2.244
C -3.768 1.850 -1.054
C -3.068 0.661 -0.335
C -1.785 0.955 0.505
C -1.838 2.446 0.950
C -0.409 0.435 -0.058
C -0.412 0.262 -1.604
C -0.743 1.481 -2.474
O -1.633 1.056 -3.521
C -0.183 -1.095 0.445
C -1.384 -2.036 0.275
I -3.053 -2.164 1.645
C -1.489 -2.921 -0.720
C -2.680 -3.866 -0.909
I 0.001 -3.235 -2.212
C 0.669 -1.279 1.752
C 0.898 -2.832 1.950
C -0.070 -3.650 2.814
O 0.466 -0.532 2.928
C -0.650 -0.568 3.604
N -1.496 -0.822 4.307
N 2.076 -0.843 1.345
C 2.173 0.468 0.639
C 2.993 1.333 1.687
S 3.299 0.482 -0.838
O 4.468 1.262 -0.556
O 2.693 0.985 -2.039
C 3.954 -1.195 -1.252
F 2.969 -2.097 -1.417
F 4.760 -1.602 -0.259
C 4.784 -1.207 -2.591
F 3.982 -1.097 -3.625
F 5.322 -2.435 -2.642
F 5.773 -0.354 -2.593
C 0.830 1.251 0.467
C 1.030 2.680 -0.110
C 0.957 3.821 0.929
O 0.715 4.914 0.542
O 1.203 3.612 2.242
H -5.502 0.778 -1.887
H -5.093 2.301 -2.678
H -4.091 0.847 -3.011
H -3.123 2.662 -1.411
H -4.474 2.308 -0.341
H -3.824 0.319 0.390
H -2.997 -0.166 -1.055
H -1.913 0.419 1.465
H -1.165 2.583 1.816
H -1.573 3.165 0.168
H -2.834 2.690 1.344
H 0.556 -0.144 -1.940
H -1.124 -0.518 -1.909
H 0.184 1.804 -2.990
H -1.147 2.371 -1.974
H -2.046 1.860 -3.862
H 0.537 -1.476 -0.307
H -3.599 -3.276 -1.031
H -2.569 -4.489 -1.804
H -2.749 -4.531 -0.038
H 0.928 -3.243 0.926
H 1.929 -2.974 2.333
H -0.540 -4.432 2.197
H -0.879 -3.149 3.347
H 0.502 -4.211 3.570
H 2.611 -0.875 2.224
H 2.443 -1.617 0.779
H 2.386 1.419 2.601
H 3.216 2.336 1.328
H 3.920 0.795 1.940
H 0.535 1.464 1.510
H 2.018 2.855 -0.568
H 0.301 3.004 -0.852
H 1.156 4.488 2.664
*
```

Charges obtained by Löwdin population analysis, quoted in units of e:
1. C -0.10
2. C -0.25
3. C -0.20
4. C -0.27
5. C -0.03
6. C -0.24
7. C -0.14
8. C -0.22
9. O -0.06
10. C -0.20
11. C -0.60
12. I 1.18
13. C -0.75
14. C -0.23
15. I 1.07
16. C -0.31
17. C -0.12
18. C -0.09
19. O 0.08
20. C -0.34
21. N 0.21
22. N 0.15
23. C -0.34
24. C -0.01
25. S 0.80
26. O -0.23
27. O -0.23
28. C -0.46
29. F 0.05
30. F 0.13
31. C -0.60
32. F 0.21
33. F 0.18
34. F 0.23
35. C -0.16
36. C -0.02
37. C -0.53
38. O 0.14
39. O 0.09
40. H 0.08
41. H 0.08
42. H 0.06
43. H 0.09
44. H 0.11
45. H 0.06
46. H 0.10
47. H 0.07
48. H 0.08
49. H 0.08
50. H 0.10
51. H 0.08
52. H 0.08
53. H 0.12
54. H 0.10
55. H 0.10
56. H 0.05
57. H 0.07
58. H 0.05
59. H 0.06
60. H 0.11
61. H 0.13
62. H 0.08
63. H 0.02
64. H 0.09
65. H 0.19
66. H 0.15
67. H 0.11
68. H 0.10
69. H 0.11
70. H 0.12
71. H 0.13
72. H 0.11
73. H 0.15

# 4
DFT (the ωB97M-V functional and the def2-TZVPD basis) results for the molecule C23H34N2O5.

Computed properties:
- Maximum force: 0.0112 Eh/bohr
- Relative energy (zero: lowest compared OMol25 entry of this formula, charge and spin): 118.6 kJ/mol
- Lowest unoccupied orbital energy: 0.6 eV
- SMILES: CCOCCCN1C(=O)CN(C2CCCCC2)C(=O)[C@@H]1c1ccc(OC)c(OC)c1
- HOMO: -8.25 eV

The geometry in ORCA input format:
```
! wB97M-V def2-TZVPD RIJCOSX def2/J DEFGRID3
* xyz 0 1
C -6.559 -2.219 1.430
C -5.398 -1.792 0.547
O -4.302 -2.640 0.800
C -3.173 -2.337 0.020
C -2.043 -3.280 0.421
C -0.837 -3.150 -0.509
N -0.325 -1.797 -0.558
C -0.610 -0.997 -1.600
O -1.213 -1.350 -2.594
C -0.088 0.426 -1.415
N -0.351 0.901 -0.076
C -0.872 2.242 0.142
C 0.049 3.309 -0.448
C -0.488 4.697 -0.106
C -1.910 4.864 -0.634
C -2.825 3.787 -0.056
C -2.296 2.397 -0.396
C -0.113 0.096 0.972
O -0.299 0.399 2.133
C 0.430 -1.281 0.561
C 1.917 -1.170 0.278
C 2.496 -1.707 -0.860
C 3.859 -1.581 -1.068
C 4.682 -0.924 -0.163
O 6.032 -0.768 -0.356
C 6.622 -1.334 -1.499
C 4.102 -0.385 1.004
O 4.730 0.294 2.001
C 6.136 0.370 2.075
C 2.731 -0.523 1.195
H -6.833 -3.246 1.207
H -7.415 -1.573 1.257
H -6.267 -2.158 2.475
H -5.118 -0.747 0.760
H -5.680 -1.852 -0.517
H -2.873 -1.289 0.184
H -3.404 -2.454 -1.051
H -1.763 -3.068 1.454
H -2.417 -4.304 0.381
H -0.036 -3.821 -0.185
H -1.131 -3.405 -1.531
H -0.589 1.064 -2.141
H 0.990 0.435 -1.626
H -0.895 2.357 1.232
H 0.102 3.202 -1.533
H 1.056 3.183 -0.045
H 0.162 5.460 -0.537
H -0.486 4.827 0.978
H -2.290 5.852 -0.370
H -1.904 4.788 -1.724
H -3.835 3.904 -0.453
H -2.875 3.899 1.029
H -2.936 1.631 0.047
H -2.309 2.261 -1.480
H 0.285 -1.947 1.418
H 1.897 -2.223 -1.594
H 4.278 -2.006 -1.965
H 6.223 -0.897 -2.420
H 7.683 -1.100 -1.422
H 6.494 -2.421 -1.525
H 6.341 0.880 3.016
H 6.557 0.947 1.249
H 6.594 -0.622 2.092
H 2.312 -0.101 2.095
*
```

Charges obtained by Löwdin population analysis, quoted in units of e:
1. C -0.07
2. C -0.29
3. O -0.15
4. C -0.23
5. C -0.13
6. C -0.13
7. N -0.03
8. C -0.44
9. O 0.07
10. C -0.02
11. N 0.01
12. C -0.28
13. C -0.14
14. C -0.20
15. C -0.21
16. C -0.20
17. C -0.14
18. C -0.41
19. O 0.08
20. C -0.13
21. C -0.17
22. C -0.03
23. C -0.01
24. C -0.19
25. O -0.12
26. C -0.08
27. C -0.18
28. O -0.06
29. C -0.07
30. C 0.07
31. H 0.07
32. H 0.07
33. H 0.07
34. H 0.12
35. H 0.12
36. H 0.12
37. H 0.13
38. H 0.12
39. H 0.12
40. H 0.13
41. H 0.13
42. H 0.13
43. H 0.14
44. H 0.15
45. H 0.12
46. H 0.12
47. H 0.11
48. H 0.12
49. H 0.11
50. H 0.11
51. H 0.11
52. H 0.12
53. H 0.12
54. H 0.12
55. H 0.17
56. H 0.12
57. H 0.10
58. H 0.10
59. H 0.10
60. H 0.10
61. H 0.09
62. H 0.09
63. H 0.10
64. H 0.13

Question: The lowest maximum force belongs to which entry?
Answer: C23H34N2O5